{"formula": "C18H22BrN3O2", "method": "wB97M-V/def2-TZVPD", "smiles": "CCCCNC(=O)Oc1ccc2c(c1Br)c1c(n2C)/C(=N\\C)CC1", "energy_ha": -3587.7589, "spin_multiplicity": 1, "e_above_lowest_ev": 0.000, "lumo_energy_ev": 0.04, "homo_energy_ev": -8.0, "total_charge": 0, "gap_ev": 8.01, "symbols": ["C", "C", "C", "C", "N", "C", "O", "O", "C", "C", "C", "C", "C", "C", "Br", "C", "C", "N", "C", "C", "N", "C", "C", "C", "H", "H", "H", "H", "H", "H", "H", "H", "H", "H", "H", "H", "H", "H", "H", "H", "H", "H", "H", "H", "H", "H"], "xyz": [[-4.5386, -0.6041, -6.1383], [-3.1555, -0.4485, -5.4750], [-2.6896, 1.0229, -5.4814], [-1.5051, 1.2884, -4.5658], [-2.0417, 1.5176, -3.2375], [-1.2707, 2.0818, -2.2626], [-0.4754, 2.8799, -2.6648], [-1.4141, 1.6698, -0.9507], [-0.3376, 1.0736, -0.2486], [1.0266, 0.9804, -0.6890], [2.0737, 0.4914, 0.0809], [1.7420, 0.0185, 1.4264], [0.4450, 0.1402, 1.8950], [-0.6367, 0.5837, 1.1195], [-2.3390, 0.6661, 1.9838], [0.4790, -0.2485, 3.2476], [1.7286, -0.4601, 3.6402], [2.4507, -0.5431, 2.4170], [3.7775, -1.0628, 2.0618], [1.8142, -0.9284, 5.0160], [2.7723, -1.3562, 5.7997], [4.1484, -0.9724, 5.4982], [0.3789, -1.3290, 5.4670], [-0.4792, -0.4925, 4.4859], [-4.9360, -1.5697, -5.7284], [-5.3364, 0.0657, -5.9577], [-4.4389, -0.6620, -7.2671], [-2.3470, -1.1056, -5.9750], [-3.1896, -0.6835, -4.4355], [-3.5376, 1.7433, -5.1862], [-2.3450, 1.3905, -6.4993], [-0.8344, 0.3520, -4.5683], [-1.0049, 2.1865, -4.9564], [-2.7326, 0.8446, -2.9505], [1.2743, 1.3508, -1.6773], [3.0848, 0.4932, -0.1561], [4.1685, -1.8338, 2.7231], [4.6458, -0.2944, 1.9549], [3.7600, -1.5369, 1.0262], [4.2961, 0.0203, 5.0922], [4.6975, -1.6711, 4.8862], [4.7142, -1.0499, 6.4658], [0.1900, -1.1668, 6.5211], [0.1530, -2.3951, 5.2563], [-1.3345, -0.9092, 4.0546], [-0.9009, 0.4623, 4.9523]], "mulliken_charge": [-1.204, -0.318, -0.692, -0.417, -0.072, 0.409, -0.572, -0.361, 1.047, -0.464, -1.089, -0.450, 0.437, -0.356, -0.204, 0.291, 0.316, 0.181, -1.202, 0.356, -0.666, -0.943, -0.670, -0.834, 0.322, 0.393, 0.273, 0.226, 0.340, 0.278, 0.359, 0.213, 0.317, 0.220, 0.448, 0.584, 0.413, 0.317, 0.394, 0.309, 0.290, 0.321, 0.365, 0.249, 0.589, 0.259]}